{"formula": "C11H22N2O3", "method": "ωB97M-V with the def2-TZVPD basis set", "species": ["O", "O", "O", "N", "N", "C", "C", "C", "C", "C", "C", "C", "C", "C", "C", "C", "H", "H", "H", "H", "H", "H", "H", "H", "H", "H", "H", "H", "H", "H", "H", "H", "H", "H", "H", "H", "H", "H"], "xyz": [[-1.312, 1.406, -0.750], [2.782, 2.451, 0.875], [1.352, 3.628, 2.091], [-0.564, -0.590, -1.613], [0.731, 0.642, -0.010], [-0.427, 0.518, -0.752], [0.764, 1.223, 1.309], [2.625, -0.186, 2.317], [1.722, 2.453, 1.382], [-1.287, 0.163, -3.856], [0.769, 0.683, 3.745], [1.097, 0.113, 2.398], [-3.009, -0.704, -2.224], [0.356, -1.259, 2.115], [-1.511, -0.817, -2.708], [-1.289, -2.276, -3.106], [2.117, 4.253, 1.936], [1.081, 1.695, 3.814], [3.178, 0.488, 3.020], [-3.171, 0.190, -1.573], [-0.232, 0.028, -4.021], [-1.532, 1.185, -3.459], [1.142, 0.062, 4.516], [2.740, -1.192, 2.680], [-1.901, -0.059, -4.768], [0.493, -1.642, 1.076], [-1.757, -3.032, -2.440], [-3.645, -0.565, -3.054], [-0.693, -1.126, 2.342], [-3.409, -1.646, -1.699], [-1.705, -2.496, -4.120], [0.746, -2.083, 2.701], [1.222, -0.232, -0.117], [2.972, -0.150, 1.222], [-0.180, 1.794, 1.550], [0.265, -1.192, -1.615], [-0.257, 0.750, 3.952], [-0.272, -2.476, -3.155]], "forces_ev_per_a": [[1.61, -1.58, 0.45], [1.95, -0.21, -1.26], [0.33, -1.25, -0.85], [1.95, 0.43, 1.79], [-0.15, -0.97, -0.88], [-3.21, 2.26, -1.65], [-1.56, 1.32, 1.24], [-0.22, 0.56, -0.73], [-0.41, 0.89, 1.08], [-0.58, 0.30, 0.53], [-0.12, -0.35, -0.40], [0.69, -0.39, -1.30], [0.43, -0.46, 1.96], [0.32, 1.05, -0.66], [-2.42, -0.52, 0.89], [-2.18, -0.37, -0.95], [-1.06, -1.06, 0.19], [0.90, 0.86, 0.33], [-0.14, -0.38, -1.09], [0.33, -0.81, -0.40], [0.51, 0.61, -0.82], [0.45, -0.83, -0.61], [0.85, -0.43, 0.95], [0.40, -0.43, 0.15], [0.62, 0.11, 0.91], [-0.30, 0.55, 0.59], [0.29, 0.76, -0.07], [-0.62, 0.10, -1.23], [-0.39, -0.21, -0.21], [0.90, 1.38, -0.53], [0.24, 0.36, 0.71], [0.15, 0.19, 0.61], [0.73, 0.26, 0.53], [-0.08, 0.13, 1.82], [0.14, -1.45, -0.50], [-0.69, 0.22, -0.22], [-1.80, -0.13, -0.12], [2.14, -0.52, -0.23]], "mulliken_charge": [-0.7176, -0.4957, -0.4905, -0.0951, -0.1479, 0.4182, -0.0010, -1.3920, -0.0389, -1.5570, -2.0925, 1.4413, -1.4629, -1.4513, 1.4176, -1.8080, 0.3628, 0.4268, 0.3209, 0.3347, 0.3926, 0.3395, 0.4791, 0.5252, 0.4071, 0.2975, 0.3373, 0.4256, 0.3666, 0.2921, 0.3654, 0.4488, 0.2634, 0.2518, 0.5118, 0.3147, 0.4695, 0.5398], "charge": 0, "e_lumo_ev": 0.55, "smiles": "CC(C)(C)NC(=O)N[C@H](C(=O)O)C(C)(C)C"}

***

{"formula": "C11H22NS2", "method": "ωB97M-V with the def2-TZVPD basis set", "species": ["S", "S", "N", "C", "C", "C", "C", "C", "C", "C", "C", "C", "C", "C", "H", "H", "H", "H", "H", "H", "H", "H", "H", "H", "H", "H", "H", "H", "H", "H", "H", "H", "H", "H", "H", "H"], "xyz": [[0.754, 3.478, -1.350], [-2.340, 1.580, 0.673], [-2.161, -1.040, 0.064], [-0.609, 2.211, -1.736], [0.854, 3.812, 0.500], [0.014, -2.272, -2.429], [0.209, -1.055, -1.307], [0.375, -2.058, 2.461], [-2.785, -0.222, 0.982], [0.507, -2.682, 0.914], [1.125, -1.486, -0.019], [-1.243, -0.391, -0.947], [1.941, 2.820, 1.250], [-0.890, 1.165, -0.497], [1.148, 4.949, 0.698], [1.316, -3.549, 1.016], [1.372, 2.325, 2.168], [-0.748, -1.825, -3.231], [1.381, -0.574, 0.697], [-0.354, -3.277, -1.957], [-0.047, -0.950, 2.435], [1.042, -2.374, -3.023], [0.827, -0.213, -1.885], [-0.492, -3.154, 0.525], [-1.606, 2.733, -2.128], [-1.784, -0.280, -2.005], [2.151, 1.934, 0.487], [-0.015, 1.049, 0.276], [1.494, -1.958, 2.860], [-0.191, 1.582, -2.655], [-0.300, -2.711, 3.159], [-2.344, -2.082, 0.106], [2.180, -1.866, -0.419], [-3.495, -0.637, 1.826], [2.937, 3.350, 1.567], [-0.227, 3.667, 0.927]], "forces_ev_per_a": [[-0.44, -0.23, 0.29], [-0.36, -2.88, 0.20], [-1.26, 1.53, 2.45], [-0.81, -0.86, -0.05], [-0.21, 0.12, 1.29], [0.38, 1.48, -0.34], [0.54, -0.71, -0.36], [0.39, 0.24, -0.59], [2.00, 0.11, -2.52], [0.90, 0.27, 1.30], [0.57, -0.52, -0.09], [1.26, 1.84, -2.48], [-1.12, -0.88, -0.41], [0.05, -1.69, 0.95], [-0.74, -2.49, -0.85], [-1.98, 1.75, -0.45], [1.51, 1.17, -1.66], [1.47, -1.33, 1.74], [-0.67, -1.73, -1.65], [0.75, 1.94, -1.06], [0.68, -2.27, 0.00], [-2.25, -0.15, 1.53], [-1.58, -1.60, 1.32], [1.91, 0.93, 0.67], [2.09, -1.15, 1.16], [0.67, -0.55, 2.42], [-0.09, 1.92, 1.68], [-1.37, 0.63, -1.83], [-2.62, -0.35, -0.62], [-0.81, 1.33, 2.06], [1.52, 1.21, -1.25], [0.48, 1.74, -0.24], [-2.35, 0.96, 0.61], [1.50, 0.98, -1.96], [-2.10, -1.07, -0.63], [2.09, 0.31, -0.61]], "mulliken_charge": [-0.0944, -0.0407, 0.0668, -0.5542, -0.3570, -1.1069, 0.1104, -0.9420, -0.1257, -0.3974, -0.3810, -0.3460, -0.6426, 0.0704, 0.3530, 0.3250, 0.1924, 0.3297, 0.0068, 0.2550, 0.1718, 0.3402, 0.3222, 0.1954, 0.3872, 0.2035, 0.1341, 0.0050, 0.3099, 0.2951, 0.2921, 0.3930, 0.3961, 0.3541, 0.3330, 0.1459], "charge": 1, "e_lumo_ev": -4.79}